56
Properties=species:S:1:pos:R:3 method="wB97M-V/def2-TZVPD" multiplicity=1 e_tot_ev=-44819.9500 homo_lumo_gap_ev=8.67 charge=0 smiles="C=C(C)CNC(=O)[C@@H](c1cccn2ccnc12)N(CC(C)C)c1ccc(Cl)cc1"
C -4.55578 -0.12080 -3.11049
C -3.29786 -0.43454 -2.83853
C -2.82970 -1.84915 -2.66324
C -2.23300 0.63542 -2.75652
N -1.27375 0.45719 -1.67766
C -1.67364 0.22586 -0.41420
O -2.82781 0.35758 -0.03734
C -0.61075 -0.17745 0.62496
C 0.23069 -1.42110 0.37193
C 0.28413 -2.37056 1.35228
C 1.14378 -3.50113 1.27491
C 1.95331 -3.65693 0.20665
N 1.90779 -2.72672 -0.79673
C 2.61790 -2.66449 -1.97510
C 2.16520 -1.54505 -2.61078
N 1.20776 -0.91393 -1.87890
C 1.06095 -1.62774 -0.77412
N 0.17319 0.98963 1.08109
C 0.39649 0.98344 2.52612
C -0.84381 1.37250 3.33035
C -1.36421 2.74222 2.91377
C -0.50318 1.33383 4.81720
C 1.32736 1.31500 0.30462
C 2.57327 0.75349 0.57497
C 3.66780 1.03829 -0.22503
C 3.51039 1.89541 -1.30128
Cl 4.87349 2.23328 -2.32961
C 2.29104 2.49455 -1.56545
C 1.20592 2.20780 -0.75231
H -4.87139 0.91120 -3.20262
H -5.31340 -0.88466 -3.23248
H -2.53010 -2.03086 -1.62823
H -3.61933 -2.55564 -2.91463
H -1.95825 -2.05672 -3.29083
H -1.65016 0.63027 -3.68114
H -2.71506 1.61188 -2.67557
H -0.32739 0.17470 -1.92722
H -1.24703 -0.43739 1.46738
H -0.34202 -2.25387 2.22794
H 1.16333 -4.23160 2.06982
H 2.64565 -4.47495 0.07493
H 3.35034 -3.40609 -2.23867
H 2.48554 -1.16132 -3.56555
H 0.77533 0.01153 2.88369
H 1.17870 1.71846 2.73279
H -1.63641 0.63922 3.14625
H -0.58803 3.50190 3.04651
H -1.66869 2.74460 1.86832
H -2.22347 3.02878 3.52239
H 0.26188 2.07748 5.05624
H -1.38199 1.55511 5.42384
H -0.12398 0.35479 5.11875
H 2.68643 0.06846 1.40688
H 4.63297 0.59301 -0.02546
H 2.19550 3.18072 -2.39570
H 0.24408 2.66511 -0.93918

58
Properties=species:S:1:pos:R:3 method="wB97M-V/def2-TZVPD" multiplicity=1 e_tot_ev=-39111.1953 homo_lumo_gap_ev=8.40 charge=0 smiles="O=C(CCn1c(=O)oc2ccccc21)NCCCN1CCN(c2ccc(F)cc2)CC1"
O -3.78533 -2.45334 -0.01585
C -2.80604 -2.01674 0.55561
C -2.76547 -1.81895 2.06866
C -3.70943 -0.66748 2.43387
N -3.39953 0.51611 1.67026
C -2.31755 1.31970 1.92804
O -1.50498 1.17928 2.80239
O -2.28138 2.31642 1.00036
C -3.31396 2.10443 0.12483
C -3.65239 2.82490 -0.99874
C -4.73648 2.36034 -1.73141
C -5.43523 1.22252 -1.35029
C -5.09365 0.49979 -0.21742
C -4.02057 0.96246 0.51931
N -1.68736 -1.62145 -0.07398
C -1.50152 -1.68586 -1.50225
C -1.21548 -0.30789 -2.11444
C -0.26131 0.54668 -1.26351
N 0.74705 -0.24470 -0.57725
C 1.33260 0.45718 0.55603
C 2.26218 -0.49050 1.32302
N 3.31595 -0.98433 0.46069
C 4.51041 -0.28786 0.35419
C 5.14000 0.18926 1.51292
C 6.35772 0.83337 1.45967
C 6.97944 1.00203 0.23610
F 8.17624 1.63400 0.17749
C 6.40127 0.53198 -0.92549
C 5.17541 -0.10344 -0.86393
C 2.73042 -1.63783 -0.68782
C 1.80464 -0.69784 -1.46586
H -3.11475 -2.72845 2.55706
H -1.75716 -1.58615 2.40986
H -3.60868 -0.42457 3.49515
H -4.74152 -0.94456 2.21438
H -3.09641 3.70043 -1.28936
H -5.03563 2.89360 -2.62014
H -6.26410 0.88639 -1.95357
H -5.62154 -0.39863 0.05511
H -0.88522 -1.26836 0.42917
H -0.66673 -2.36219 -1.71255
H -2.41351 -2.10757 -1.93014
H -0.80267 -0.46205 -3.11220
H -2.14891 0.24704 -2.22554
H -0.83798 1.06345 -0.49636
H 0.19392 1.32315 -1.90144
H 0.53770 0.79834 1.22335
H 1.91206 1.33919 0.22996
H 2.67357 0.03503 2.18106
H 1.68776 -1.35070 1.68289
H 4.68174 0.03633 2.47694
H 6.83242 1.19597 2.35771
H 6.90283 0.67174 -1.87033
H 4.74024 -0.44653 -1.78857
H 3.51070 -2.04452 -1.32971
H 2.13198 -2.47458 -0.30969
H 1.36035 -1.23025 -2.30813
H 2.38386 0.15620 -1.86016

59
Properties=species:S:1:pos:R:3 method="wB97M-V/def2-TZVPD" multiplicity=1 e_tot_ev=-96918.8159 homo_lumo_gap_ev=8.02 charge=+3
Ga -0.10590 -0.01158 0.73836
O 0.21190 -1.32501 -1.65373
N -0.79767 -1.17405 -0.71284
C -1.91758 -1.77750 -0.87683
C -3.09611 -1.72577 -0.01299
C -4.12191 -2.56971 -0.43649
C -5.33747 -2.62613 0.23498
C -5.54071 -1.82090 1.33708
C -4.52645 -0.96561 1.77006
C -3.30222 -0.90860 1.12089
P -2.16131 0.33162 1.76852
C -1.95873 0.09039 3.53164
C -2.17914 -1.15912 4.11391
C -1.91062 -1.34199 5.46359
C -1.41866 -0.28953 6.22357
C -1.19120 0.95319 5.64246
C -1.45265 1.14797 4.29544
C -2.79100 1.96152 1.40939
C -3.68400 2.58761 2.27947
C -4.22043 3.81941 1.93716
C -3.87635 4.41998 0.73252
C -2.98914 3.79884 -0.13917
C -2.44265 2.57213 0.20153
H -0.11609 -1.84614 -2.40683
H -2.00189 -2.40817 -1.76067
H -3.97134 -3.19414 -1.30894
H -6.11637 -3.28959 -0.11549
H -6.48406 -1.84482 1.86656
H -4.71040 -0.33777 2.63413
H -2.58472 -1.97824 3.53319
H -2.10407 -2.30094 5.92562
H -1.22611 -0.43285 7.27877
H -0.83571 1.77640 6.24792
H -1.30543 2.12680 3.85345
H -3.95759 2.12593 3.22080
H -4.91008 4.31134 2.60971
H -4.30410 5.37825 0.46850
H -2.73434 4.26845 -1.07977
H -1.76959 2.08599 -0.50074
C 3.96585 2.80493 2.49927
N 2.83669 2.64929 1.56026
C 2.48067 3.78241 0.68496
C 2.16558 1.52066 1.45383
N 1.16456 1.35555 0.59393
N 2.55287 0.47881 2.28787
C 2.18270 -0.85566 2.23293
N 2.98679 -1.69675 2.86647
N 1.09440 -1.22827 1.60252
H 4.25523 3.84928 2.51029
H 4.82832 2.21995 2.17571
H 3.66637 2.54470 3.51532
H 3.13067 4.61448 0.92823
H 1.44801 4.08852 0.85760
H 2.63936 3.52724 -0.36395
H 1.03827 2.13722 -0.03310
H 3.33928 0.68242 2.88546
H 3.86656 -1.41218 3.26844
H 2.76288 -2.67816 2.93069
H 0.96601 -2.23039 1.54731

59
Properties=species:S:1:pos:R:3 method="wB97M-V/def2-TZVPD" s_squared=2.007 multiplicity=3 e_tot_ev=-94660.4813 homo_lumo_gap_ev="7.91 / 7.60" charge=0
Ni 0.21708 0.13465 0.03578
C 1.74990 -2.35848 2.38040
C 0.94136 -1.11865 2.11856
C -0.46294 -1.15707 2.00581
C -1.21214 0.01879 1.93582
C -0.56461 1.26181 1.98414
C 0.82605 1.31192 2.04845
C 1.57248 0.12764 2.10446
H 1.20541 -3.26029 2.11105
H 1.98630 -2.40604 3.44640
H 2.69080 -2.33852 1.82900
H -0.97358 -2.11130 2.02691
H -2.29114 -0.02605 1.89606
H -1.14745 2.17137 2.00853
H 1.33580 2.26433 2.08568
H 2.65172 0.17412 2.17111
C -1.21588 3.41942 -0.99686
C -1.43005 2.18522 -1.83159
C -1.95839 2.26157 -3.10477
C -2.05821 1.08510 -3.85401
C -1.60033 -0.11063 -3.35911
C -1.04582 -0.13188 -2.05875
N -1.07210 1.00348 -1.31042
N -0.42668 -1.13663 -1.41867
Si 0.23401 -2.55795 -2.16807
C 1.22885 -3.40499 -0.85328
C 1.32492 -2.15149 -3.61606
C -1.14559 -3.67969 -2.73699
H -2.16270 3.90839 -0.75672
H -0.59982 4.13392 -1.54441
H -0.69630 3.16941 -0.07584
H -2.27606 3.21569 -3.50612
H -2.47614 1.12504 -4.85434
H -1.61738 -1.01335 -3.95465
H 1.90401 -2.67809 -0.38845
H 1.85175 -4.20488 -1.26738
H 0.57914 -3.83876 -0.08556
H 2.29040 -1.76332 -3.27290
H 0.86697 -1.38774 -4.25440
H 1.51813 -3.03902 -4.22705
H -1.86238 -3.85260 -1.92746
H -0.74685 -4.65068 -3.05489
H -1.69167 -3.25582 -3.58726
O 5.87780 -0.45990 -0.53240
S 4.69845 -0.98372 -1.16016
O 4.57532 -2.40669 -1.31580
N 3.35498 -0.38009 -0.44625
C 2.71598 0.43467 -1.25568
O 1.63933 1.03781 -0.95748
C 3.30669 0.57708 -2.61724
C 2.80965 1.28824 -3.69125
C 3.51347 1.22204 -4.88944
C 4.67800 0.45971 -4.99180
C 5.16583 -0.25992 -3.90486
C 4.45042 -0.18446 -2.72746
H 1.89268 1.85901 -3.59079
H 3.15862 1.76911 -5.75357
H 5.20915 0.42067 -5.93613
H 6.06327 -0.86070 -3.98580